[1]
# C6H11N

The ion C6H11N with charge +1 at a distorted geometry (the ωB97M-V functional and the def2-TZVPD basis, the OMol25 dataset).

CARTESIAN COORDINATES (ANGSTROEM)
C (-1.83, 2.33, -0.48)
C (-1.84, 0.91, -0.94)
C (-1.10, 0.00, -0.22)
N (-0.11, -0.78, -0.68)
C (0.57, -1.69, 0.34)
C (2.93, -0.77, 0.65)
C (1.65, -0.93, 1.07)
H (-1.14, 2.47, 0.38)
H (-2.73, 2.90, -0.23)
H (-1.21, 2.81, -1.26)
H (-2.71, 0.57, -1.50)
H (-0.99, 0.00, 0.87)
H (-0.26, -1.33, -1.53)
H (-0.27, -2.07, 0.94)
H (0.89, -2.55, -0.25)
H (3.39, -1.43, -0.07)
H (3.36, 0.20, 0.82)
H (1.39, -0.65, 2.10)

**Energy above the lowest of the compared OMol25 structures with the same formula, charge and spin**: 263.71 kJ/mol
**Expectation value of S²**: 0.759
**Orbital gap (spin up / spin down)**: 8.46 / 7.07 eV
**Max |F|**: 4.2 eV/A
**Charge**: +1
**E_tot**: -7879.551 eV
**2S+1**: 2
**LUMO (spin up / spin down)**: -4.81 / -6.23 eV
**E_HOMO (spin up / spin down)**: -13.28 / -13.30 eV



[2]
# C3H3NS2

A cluster of 2 separate species, C3H3NS2 in total at a distorted geometry (the ωB97M-V functional and the def2-TZVPD basis, the OMol25 dataset).

CARTESIAN COORDINATES (ANGSTROEM)
C (2.07, 1.07, 0.49)
C (-2.09, -0.24, 0.27)
C (-1.61, -1.40, 0.72)
N (0.90, 1.18, 0.73)
S (3.53, 0.74, 0.06)
S (-2.75, 1.17, -0.13)
H (-0.67, -1.58, 1.08)
H (-2.15, -2.25, 0.36)
H (0.33, 1.94, 1.09)

**Energy above the lowest of the compared OMol25 structures with the same formula, charge and spin**: 121.18 kJ/mol
**Orbital gap**: 8.47 eV
**Max |F|**: 4.0 eV/A
**Charge**: 0
**E_tot**: -26318.031 eV
**SMILES**: C=C=S.N=C=S
**LUMO**: -0.32 eV
**E_HOMO**: -8.79 eV



[3]
# C17H32BNO8S2

A cluster of 3 separate species, C17H32BNO8S2 in total at a distorted geometry (the ωB97M-V functional and the def2-TZVPD basis, the OMol25 dataset).

CARTESIAN COORDINATES (ANGSTROEM)
C (1.19, 1.03, 3.03)
B (0.89, 1.75, 1.65)
C (0.92, 0.98, 0.27)
C (1.72, -0.35, 0.31)
C (2.00, -0.85, -1.10)
N (1.94, -2.26, -1.35)
O (2.28, -0.09, -2.00)
C (0.53, 3.30, 1.73)
O (-0.60, 3.66, 0.92)
C (-1.82, 3.33, 1.43)
C (-2.09, 2.94, 2.72)
C (-3.35, 2.60, 3.11)
C (-4.39, 2.67, 2.24)
C (-4.13, 3.10, 0.96)
C (-2.88, 3.41, 0.56)
H (1.46, 1.79, 3.77)
H (1.95, 0.25, 2.98)
H (0.22, 0.64, 3.36)
H (-0.12, 0.69, 0.08)
H (1.21, 1.60, -0.58)
H (1.15, -1.08, 0.88)
H (2.63, -0.18, 0.88)
H (1.07, -2.47, -1.82)
H (2.01, -2.79, -0.49)
H (0.47, 3.67, 2.75)
H (1.39, 3.82, 1.28)
H (-1.29, 2.86, 3.44)
H (-3.57, 2.26, 4.12)
H (-5.39, 2.41, 2.55)
H (-4.93, 3.19, 0.23)
H (-2.67, 3.75, -0.45)
O (-4.81, -0.55, 2.25)
S (-4.27, -1.85, 2.01)
O (-4.57, -2.56, 0.80)
O (-4.59, -2.79, 3.26)
C (-5.97, -2.94, 3.66)
C (-6.76, -3.82, 2.70)
C (-2.53, -1.80, 2.21)
H (-6.44, -1.96, 3.77)
H (-5.95, -3.40, 4.64)
H (-6.85, -3.35, 1.72)
H (-7.77, -3.98, 3.08)
H (-6.26, -4.78, 2.56)
H (-2.29, -1.29, 3.14)
H (-2.13, -1.25, 1.36)
H (-2.14, -2.82, 2.21)
O (4.76, 0.49, -6.75)
S (5.88, -0.24, -6.25)
O (6.02, -1.64, -6.49)
O (6.02, 0.04, -4.69)
C (4.89, -0.25, -3.84)
C (4.67, -1.73, -3.63)
C (7.37, 0.57, -6.75)
H (3.99, 0.23, -4.24)
H (5.10, 0.23, -2.88)
H (4.40, -2.23, -4.56)
H (3.87, -1.90, -2.92)
H (5.59, -2.20, -3.27)
H (7.29, 1.63, -6.54)
H (7.48, 0.40, -7.82)
H (8.20, 0.13, -6.21)

**Orbital gap**: 8.57 eV
**Max |F|**: 1.8 eV/A
**Charge**: 0
**E_tot**: -58363.800 eV
**SMILES**: CB(CCC(N)=O)COc1ccccc1.CCOS(C)(=O)=O.CCOS(C)(=O)=O
**LUMO**: 0.09 eV
**E_HOMO**: -8.48 eV



[4]
# C8H21N4O

A cluster of 2 separate species, C8H21N4O in total at a distorted geometry (the ωB97M-V functional and the def2-TZVPD basis, the OMol25 dataset).

CARTESIAN COORDINATES (ANGSTROEM)
C (-1.25, -0.57, 2.23)
C (1.05, 2.20, 0.80)
C (-0.73, -0.23, -2.77)
C (-0.99, 1.89, -1.64)
C (0.02, -2.13, -0.59)
C (2.16, -1.61, 0.16)
C (1.53, 1.37, -0.35)
C (0.64, 0.20, -0.75)
N (-2.27, -0.72, 3.12)
N (-1.16, 0.10, 1.18)
N (-0.40, 0.56, -1.51)
N (0.96, -1.08, -0.41)
O (-0.28, -1.42, 2.56)
H (0.05, 2.52, 0.64)
H (1.62, 3.14, 0.75)
H (1.03, 1.90, 1.78)
H (0.01, -1.02, -2.77)
H (-1.66, -0.65, -2.44)
H (-0.85, 0.43, -3.52)
H (-2.04, 1.90, -1.42)
H (-0.62, 2.66, -0.88)
H (-0.95, 2.19, -2.69)
H (-0.99, -1.86, -1.04)
H (0.38, -2.95, -1.16)
H (-0.27, -2.56, 0.34)
H (2.99, -1.05, -0.13)
H (2.14, -1.49, 1.25)
H (2.27, -2.66, 0.00)
H (1.63, 2.05, -1.15)
H (2.56, 0.99, -0.12)
H (-3.22, -0.35, 3.00)
H (-2.16, -1.43, 3.94)
H (-1.86, 0.75, 1.25)
H (0.63, -1.09, 2.35)

**Energy above the lowest of the compared OMol25 structures with the same formula, charge and spin**: 41.60 kJ/mol
**Orbital gap**: 10.06 eV
**Max |F|**: 6.2 eV/A
**Charge**: +1
**E_tot**: -16636.660 eV
**LUMO**: -2.60 eV
**E_HOMO**: -12.66 eV



[5]
# C2HClF2O2

A cluster of 2 separate species, C2HClF2O2 in total at a distorted geometry (the ωB97M-V functional and the def2-TZVPD basis, the OMol25 dataset).

CARTESIAN COORDINATES (ANGSTROEM)
C (0.90, -0.25, 0.39)
C (0.68, 1.03, 0.16)
O (-1.56, -1.23, -0.56)
O (-0.95, -1.32, 0.58)
F (1.56, 1.96, -0.10)
F (-0.44, 1.67, 0.28)
Cl (2.02, -1.35, -0.05)
H (-2.20, -0.51, -0.69)

**Energy above the lowest of the compared OMol25 structures with the same formula, charge and spin**: 730.24 kJ/mol
**Orbital gap (spin up / spin down)**: 8.25 / 8.25 eV
**Max |F|**: 4.7 eV/A
**Charge**: 0
**E_tot**: -24135.086 eV
**LUMO (spin up / spin down)**: -1.18 / -1.18 eV
**E_HOMO (spin up / spin down)**: -9.43 / -9.43 eV



[6]
# C5H9NO

An isolated molecule of C5H9NO (the ωB97M-V functional and the def2-TZVPD basis, the OMol25 dataset).

CARTESIAN COORDINATES (ANGSTROEM)
C (-1.75, -0.96, 0.46)
C (-1.00, 0.12, -0.28)
C (-0.99, 0.11, -1.78)
C (1.82, 0.42, 0.99)
O (3.07, 0.84, 1.41)
C (-0.21, 0.94, 0.38)
N (0.74, 1.46, 0.97)
H (-1.40, -1.94, 0.11)
H (-1.59, -0.91, 1.54)
H (-2.83, -0.92, 0.27)
H (-1.98, 0.27, -2.21)
H (-0.63, -0.86, -2.14)
H (-0.32, 0.88, -2.19)
H (1.86, -0.01, -0.02)
H (1.48, -0.35, 1.70)
H (3.59, 1.07, 0.64)

**Energy above the lowest of the compared OMol25 structures with the same formula, charge and spin**: 253.96 kJ/mol
**Orbital gap**: 9.36 eV
**Max |F|**: 0.5 eV/A
**Charge**: 0
**E_tot**: -8866.580 eV
**SMILES**: CC(C)=C=NCO
**LUMO**: 0.77 eV
**E_HOMO**: -8.58 eV